1.
This record from the Open Molecules 2025 dataset describes a structure of composition C34H50BF10N2O34S7. The level of theory is the ωB97M-V functional and the def2-TZVPD basis.

Positions of all 138 atoms, in Å:
C -6.29789 3.61358 -5.90906
H 0.15607 3.87071 6.88276
H 9.26386 -2.25393 -2.24161
H 2.23327 4.48593 8.00048
O 0.13524 8.05368 6.99891
C 1.14829 -1.09387 -0.76435
H -7.34252 3.91055 -5.98857
O -1.87558 -2.66568 -2.04964
O 6.83534 -3.46504 -2.73040
H 10.39048 -6.68136 -1.59923
C 2.66145 -0.64683 -0.93405
O -3.42911 3.29845 -4.41764
H -5.89935 0.13874 -0.79317
H -0.52767 -0.25087 3.52943
H 7.90024 1.19168 1.74952
H 1.08123 5.08958 0.44846
H 2.66264 1.62276 -2.43241
H 0.95200 -1.99863 -1.43176
O 9.91820 -6.93349 -4.75518
H -7.26316 -4.31882 -5.53619
C -1.49915 4.46191 3.34650
C 1.45290 5.24378 7.94776
C -1.22823 0.96786 1.00258
O -4.71966 -2.78951 -0.20599
H -7.05301 -4.59020 -3.78817
H -5.67518 4.32642 -6.45661
H 1.11590 -1.01490 3.47554
F -3.79099 -0.55712 4.65933
S 7.40130 2.61802 -1.31668
C -0.54022 5.31695 2.40974
H -0.43881 6.35219 2.87393
O -4.83882 1.78879 -5.76857
C 0.33247 -0.48249 2.83516
H -0.22140 -0.26217 -2.27470
H -0.06454 2.70863 1.91028
H 9.09702 1.02166 0.44139
S -5.10984 0.56758 2.52390
H 8.09041 -6.01770 -1.15347
N -2.38103 1.04986 1.80393
H 3.30246 -1.50255 -0.55751
C 0.10679 1.75061 1.34017
C -2.35780 -0.64655 -0.68702
F -3.68212 -3.38289 4.63446
C 0.10268 0.05629 -1.22583
H -1.22332 1.74862 3.54821
H 2.91779 0.26606 -0.30923
C 3.06893 -0.31492 -2.43510
O -1.02915 5.52115 1.05887
H 0.49528 4.85676 2.47214
S 0.30056 6.78674 6.37808
F -6.75615 -2.12015 3.14603
H -9.47222 -4.37003 -4.00375
H -2.70546 -0.92371 -5.07350
C 8.53685 3.07547 0.85533
H -5.29619 -3.17472 -0.90875
S 6.71406 -3.14479 -1.15278
O -7.75689 -0.46797 -4.07557
C -2.37606 -1.58513 -2.01136
O 8.44596 3.53737 -0.49318
O 0.19700 6.60004 4.96724
N -2.19801 -0.81070 -4.18442
C -4.50980 -3.08005 3.53368
C 1.05505 0.78200 2.21378
H -5.97658 2.13532 -7.47399
C -6.06114 2.19502 -6.38934
F -4.11621 -5.40584 3.10654
H 7.99828 -2.69371 -4.27301
H -2.97676 1.61836 3.84744
C 0.08820 4.65085 7.64643
H -9.30835 -3.04464 -5.18227
H -0.39124 4.24484 8.53664
O -0.26952 4.74778 -0.97729
C 8.23056 1.58984 0.79115
O 9.84672 -8.31699 -2.70927
O 8.20232 -8.73308 -4.50391
H 7.78870 3.60803 1.44858
H -2.14342 5.15146 3.97601
O -4.97273 1.67407 -3.30059
H 1.83863 0.38373 1.48755
O -5.22201 1.95672 3.04245
H -0.02351 -1.24567 2.08478
H -1.87294 0.16826 -4.19212
O -0.68092 5.73050 7.11320
O 3.25200 -1.22767 -3.20638
F 1.76126 1.45766 3.24827
H -2.36685 3.44279 1.46147
O -6.05677 -0.83640 -0.76111
H -3.52016 3.75071 2.82270
O 7.19812 1.46837 -0.18912
O 3.26380 1.00074 -2.89762
H 9.77152 -8.05361 -0.64685
O -6.36720 0.43294 1.76168
O 1.70366 6.15362 6.87443
H 0.61350 1.06119 -1.37767
H 8.55011 -0.66157 -2.60372
C 9.64727 -7.48323 -1.56632
C -8.86607 -3.51504 -4.29977
O 5.36482 -2.79928 -0.86105
F -5.87814 0.15108 4.98681
C 7.43784 -2.35537 -3.40217
C -2.45005 3.43571 2.58754
O -6.76277 -1.69606 -2.13909
C -1.16410 0.14281 -0.27665
O 7.59875 -1.79164 -1.13959
C -7.41546 -3.89031 -4.54599
O -3.07576 -1.04280 -3.14122
F -6.03134 -4.96299 4.14474
H -6.85479 1.52419 -6.04958
C -3.59629 0.37128 1.46069
C -5.62068 -1.97817 3.92359
H 0.69743 2.02638 0.41725
H 0.96578 -1.44334 0.29233
H -0.82155 3.92472 4.09611
H 6.64158 -1.67895 -3.72395
O -8.82252 -2.54169 -3.25516
O -6.68479 -2.67012 -4.41192
S 9.02183 -7.70513 -3.96096
C 8.24110 -6.93442 -1.72277
F -6.01542 -2.34392 5.23493
S -4.65264 2.57099 -4.36455
O 8.08721 -6.68520 -3.12186
C -0.02743 5.08963 0.15983
C -2.23028 1.89787 3.03280
O 6.17796 3.33131 -1.45493
B -4.87813 -1.39166 -0.25336
H 1.43887 5.81570 8.87944
C -3.60989 -0.50663 0.23211
C 8.32806 -1.70122 -2.36436
H 9.52852 3.27512 1.26013
O 8.09158 2.04283 -2.42240
F -3.64340 -2.63306 2.52964
F -5.80468 -4.49966 1.93132
H 7.49325 -7.67430 -1.42418
C -5.19009 -4.49655 3.16103
O -5.87416 3.61464 -4.54422
O 7.42620 -4.15474 -0.43955
C -5.05377 -0.49831 4.05296
S -7.45732 -1.67781 -3.38482

The value obtained for the LUMO energy is -4.8 eV. Its multiplicity is 1. The HOMO-LUMO gap is 7.2 eV. As for the charge: +1.

***

2.
This record from the Open Molecules 2025 dataset describes a structure of composition C34H50CdF2N12O2P. The level of theory is the ωB97M-V functional and the def2-TZVPD basis.

Positions of all 102 atoms, in Å:
H 3.63766 5.42373 0.41018
H 0.28131 -4.89583 0.50883
C -0.51940 4.80886 0.27479
H 1.81536 -2.08442 2.53621
F 1.07787 2.01455 -6.10460
H 1.70463 -3.55268 -1.22912
N -2.59706 1.56582 -0.97120
H 2.83842 4.35983 4.60684
H -6.34128 1.85907 -1.68471
C 1.93377 2.39733 2.21426
P -0.33217 -1.94011 -0.01880
F -3.45893 1.75078 -5.13312
N 0.62595 1.80009 2.03036
C -4.34787 -3.78971 1.20884
C -0.56695 1.68340 -2.86336
H 2.41572 6.55281 0.53486
C 3.76006 4.17012 4.03336
H 4.77435 2.45088 3.21537
H 2.29313 6.50839 4.05282
C -0.95025 -2.57008 -3.89818
H -0.21500 -0.86435 -2.81918
H 2.01168 -1.27012 0.98822
C 3.07383 5.76808 2.30832
N -0.09824 -2.59045 -1.59032
C -3.46965 1.55679 0.02474
N -1.84742 -2.66287 0.31615
C 1.12859 -3.82434 -3.29152
H -3.77419 -5.42039 -0.09590
H 1.01565 -2.17683 -4.67464
C -2.44580 -3.75468 -0.42888
C -1.92088 1.71394 -3.27504
H 0.68181 0.81002 1.77086
C 1.91885 -2.25090 1.45377
N -0.72810 6.07067 0.46958
C -4.37099 1.80094 -2.51329
N -0.20648 7.74479 2.19628
C 2.71995 2.17684 0.92125
H -1.74873 -1.47177 -2.20659
C -4.83600 1.65115 -0.16652
H 3.99563 -2.71294 1.78172
H -0.50678 -4.23651 1.94518
Cd -0.17596 1.42053 -0.69316
N 3.21755 6.13757 0.98267
C 1.57087 -4.77017 2.22003
H -3.09681 -3.36943 -1.23371
N 0.72976 -2.88351 0.90064
C -3.67611 -2.63352 1.94753
C -0.77847 -1.78158 -2.60602
H -1.59577 -3.43490 -3.71222
H 1.47594 1.76447 -3.56560
C -3.29445 -4.63199 0.49145
C -0.43755 6.90010 1.41781
C 1.23394 -2.97763 -2.02573
H 1.93642 2.03172 4.29490
C 3.16485 -3.09605 1.18333
C 0.10035 1.89939 -5.17277
H 4.24361 2.22948 4.88225
H 1.73738 7.28982 2.62274
C -1.20721 1.89143 -5.60651
C 2.65621 1.89880 3.48223
H -4.73656 1.91434 -3.51837
H 2.12638 -4.12645 -3.62199
H -1.46434 1.96416 -6.65324
H -1.65411 -4.33670 -0.89380
H -2.64553 -5.10778 1.23306
O 2.36322 1.43490 0.02990
N 3.74457 4.74838 2.71220
H 1.38698 -5.82697 2.42598
H 0.55629 -4.72954 -3.06342
H 0.29712 -3.67139 -5.28734
C 0.42662 1.77901 -3.83950
H 4.00619 3.43762 1.59301
H -5.51964 1.62831 0.67101
H -4.92595 -4.40910 1.90011
N 2.20590 6.50309 3.05450
H -1.43173 -1.93706 -4.64807
H -4.42989 -1.99535 2.41767
H 3.71305 -5.00184 2.10293
H 2.84596 0.82661 3.37787
N -0.42598 3.69806 -0.06730
C 3.95299 2.63512 3.90940
H -5.04285 -3.38023 0.46689
H 1.86822 -2.09942 -2.23585
C -2.18769 1.79006 -4.64151
H 0.07845 1.86873 2.87937
H 3.44526 -2.98296 0.13475
C 0.42643 -4.22657 1.37022
H -3.51508 -1.35951 0.22799
C -2.83762 -1.81734 0.96909
H -2.30042 -1.01173 1.46699
H 2.86986 -5.16277 0.56572
O 3.83862 2.86734 0.77305
C -5.28234 1.77599 -1.47236
H 1.60134 -4.24994 3.18031
H -3.04367 1.47154 1.01925
C 2.90458 -4.58839 1.49623
N -0.22694 -0.46085 0.26363
H -3.02569 -3.03109 2.73318
H 1.81577 3.47211 2.34542
C -3.00131 1.68671 -2.24012
C 0.41308 -3.04818 -4.39665
H 4.58389 4.60465 4.61209

The value obtained for the LUMO energy is 2.6 eV. The calculation puts the relative energy (zero: lowest compared OMol25 entry of this formula, charge and spin) at 0.0 kcal per mole. Its multiplicity is 1. The HOMO-LUMO gap is 7.5 eV. As for the charge: -1.

***

3.
This record from the Open Molecules 2025 dataset describes a structure of composition C34H51BCl3N2O8SV. The level of theory is the ωB97M-V functional and the def2-TZVPD basis.

Positions of all 101 atoms, in Å:
H -3.14603 -7.57344 -0.82324
V 0.76744 0.36385 0.29128
C -4.23918 1.26419 3.33362
C -1.80167 -1.28304 -4.06623
C 1.58578 5.72712 0.42994
H 4.91948 -4.60891 -0.34744
C -0.15311 0.61364 2.14991
O 2.07990 -1.51732 0.38509
C 0.59079 4.68649 -0.05214
C 3.02181 -1.98879 -0.26073
H -3.51769 -1.75910 1.45916
H 3.78221 -1.41214 -2.16399
H 2.43603 5.48531 -2.21893
H 5.61367 3.12049 1.50835
S -1.70710 -3.09984 0.77673
H 3.99516 -4.44741 -1.85211
H -1.55689 4.37823 -0.05742
Cl -1.51498 -1.57072 3.93705
H 1.32872 6.05204 1.43748
H -1.68293 2.71823 1.67214
H 2.91954 4.00194 -1.38723
O -1.22821 -2.87803 -0.63583
H 0.17953 -2.81800 -3.78488
C -2.28188 -0.12265 3.32171
H -4.09673 -0.63773 4.32381
C -3.18543 0.46825 -3.19909
H -0.15230 5.97258 -2.49436
C 2.18777 4.43595 -2.06949
O 0.51990 2.82867 -1.50566
H -4.57557 -0.29462 -0.08148
H 2.59885 5.33088 0.44682
C 5.55383 2.22237 2.12436
C -1.85498 -4.89099 0.94423
C -2.65412 -7.08004 0.01412
H 1.57312 6.60499 -0.21576
O 3.54205 0.26737 -1.06627
O 0.84252 3.44370 0.66981
H 0.30395 -0.24801 2.65350
H -1.60642 -2.04233 -4.81136
H 5.87808 2.46761 3.13178
C -2.29935 0.62739 -2.14035
Cl -2.69759 1.80449 -0.94727
H 2.80899 -4.49780 1.41140
H 2.27435 3.92262 -3.02602
H 6.22084 1.45946 1.72769
H -0.91917 5.19632 1.37457
O 2.36601 0.89930 1.19414
H -5.90993 -1.40839 0.19713
H -1.67827 -7.54819 0.14557
H 2.61761 1.27193 3.51729
O -0.34863 0.00686 -0.96514
C -0.89915 -1.10222 -3.02129
H -1.07806 6.07542 -0.14930
H 2.94861 3.00559 3.33255
C -2.52029 -5.58329 -0.23334
H -1.92957 -5.39464 -1.12993
C 4.38951 -3.90546 -0.99062
C -0.82938 5.11107 0.29190
C -3.54211 2.21673 2.59761
C -2.23858 1.96806 2.21709
C -1.57632 0.77706 2.53183
H -4.06549 1.09103 -3.25368
Cl -4.04481 -0.71569 -5.46808
O 1.33185 -1.79239 -2.50455
H -4.01463 3.15124 2.32767
H -0.83133 -5.24332 1.07661
C 0.76877 4.26057 -1.54613
N 3.30823 -3.29225 -0.24275
H -5.26125 1.43950 3.63804
C -1.15759 -0.15048 -2.03251
H 5.10516 -3.17153 -1.34023
H -0.02014 4.54291 -3.51753
N 4.17977 1.72771 2.19959
B 0.65914 2.40847 -0.21397
H 4.96380 -1.19118 -0.86220
C 3.40174 2.01588 3.40708
C -3.48071 -2.65098 0.83557
H -3.50372 -5.14501 -0.41508
H -3.24027 -7.28579 0.90998
H -4.60366 -3.24727 -0.91017
C -0.22962 4.88479 -2.50488
H 2.27620 -5.09085 -0.17890
C 3.57114 1.20608 1.14528
C 0.29429 -1.96665 -3.08824
C 4.29290 1.02008 -0.16895
H 0.39002 1.51538 2.44891
H -2.38474 -5.07569 1.88211
H 4.45245 2.01476 -0.60496
H 1.45288 -3.70830 0.56954
C 2.40769 -4.20216 0.43903
H -1.25003 4.60449 -2.25563
C -3.59766 0.09894 3.70971
H -5.47476 -0.95988 -1.44710
H -3.28789 -2.14559 -1.23994
C -4.09331 -2.35884 -0.53219
H -3.99559 -3.44706 1.37215
C -2.93668 -0.49549 -4.15801
C -5.06887 -1.19059 -0.46247
H 4.07515 1.97552 4.25918
C 3.90591 -1.09253 -1.12943
H 5.28125 0.57901 0.00441

The value obtained for the LUMO energy (alpha / beta) is -2.6 / -2.3 eV. The calculation puts the relative energy (zero: lowest compared OMol25 entry of this formula, charge and spin) at 32.3 kcal per mole. Its multiplicity is 2. The HOMO-LUMO gap (alpha / beta) is 7.7 / 8.0 eV. As for the charge: +1.

***

4.
This record from the Open Molecules 2025 dataset describes a cluster of 17 separate species, C34H51N17 in total. The level of theory is the ωB97M-V functional and the def2-TZVPD basis.

Positions of all 102 atoms, in Å:
C -3.82034 2.08121 -1.24223
C -0.23486 2.23656 3.51930
N -5.15359 -3.54840 4.56865
H 0.86502 -1.28849 2.17281
H 1.11937 0.33325 1.76710
C 3.78709 2.18046 4.71504
H -5.01404 1.58065 3.92292
H -1.32345 -7.93720 -3.63743
H -4.01098 0.40114 4.85484
C 4.89151 1.96411 3.76741
C -0.33673 -5.87127 2.75032
H 0.24135 3.32656 1.71945
N 2.76439 2.46213 5.17958
N 0.27363 -3.61471 1.65017
C 1.70734 -2.87228 -2.31110
H -2.02492 -3.59048 0.09681
C 3.31801 1.75654 -0.53241
H -4.52104 2.90772 -1.40195
H -4.31026 1.10713 -1.28201
C -2.28666 8.17672 -1.99563
C -3.03415 -3.39710 -0.22778
H 1.03599 -0.34439 -0.34590
C 3.99712 0.86649 -1.45046
C 1.45978 4.88389 -2.69444
H 5.06872 1.16443 -1.46752
C -3.54217 0.50044 2.77830
H 0.51712 -6.37516 3.30599
C -1.21864 -6.71318 -1.90241
C -2.53867 5.50248 -0.03951
N -0.50276 2.47294 -0.18909
H 2.40496 -0.16978 -5.00964
H 0.71543 -3.99269 -1.01537
H -0.39362 -6.47273 -3.84233
C -0.01469 -0.06519 -0.47372
N -2.40105 2.26242 -3.45831
H 5.51290 2.83547 3.66998
N 2.92978 2.51931 0.21789
H -2.65975 9.02530 -1.42539
N -0.91351 1.40042 3.94718
H 1.49762 -0.26653 3.52626
C 1.72561 0.05993 -5.78294
H -2.83845 7.28262 -1.76667
N -5.07193 5.78594 -0.43818
H -3.28030 -2.29531 -0.19588
C 4.45836 -4.54659 -0.86092
N 1.48099 2.36622 -3.33120
C -3.07100 -3.70636 -1.68730
H -0.35119 -0.50935 -1.37184
H 5.57077 1.16423 4.06875
H -0.83345 -6.50911 2.02755
H -1.03978 -5.69303 3.50263
H 0.78070 0.24332 -5.23459
C -0.24989 1.36625 -0.38599
H 1.64259 5.55625 -3.50509
H -0.55161 -0.62043 0.28432
C 0.75665 -4.01627 -2.09368
N -3.15847 0.10363 1.74901
H 4.49280 1.77302 2.76807
C 1.62335 -1.15007 -6.69205
H -0.31557 -3.76674 -2.46898
C 1.49781 -0.42252 2.40795
H 5.90996 -3.19990 -1.51635
H -2.12038 -2.58852 5.02675
H -3.21987 2.14168 -0.39623
H 5.92777 -3.49984 0.19104
H -2.13759 -6.34857 -3.81861
C 2.86239 -0.75123 1.96299
H -2.60403 -3.49858 6.46251
C -1.28963 -6.88587 -3.37255
N 1.71314 -2.08944 -7.33972
H 1.01305 3.93080 3.29311
H 1.56944 2.55085 2.40261
C 0.67443 3.08711 2.72270
H -2.40142 4.72189 0.68304
H -3.25432 1.89175 4.27566
N -2.97468 -3.85521 -2.81293
N 3.82935 -1.04618 1.41081
C -4.02221 1.15561 4.04870
H -2.27762 8.49988 -3.05327
C -2.64175 -3.48344 5.33090
C 1.46460 3.48176 -3.01601
H -2.13957 6.42422 0.30337
C -4.07406 -3.52423 4.96347
H -2.26247 -4.47721 5.02577
H 3.70708 0.96179 -2.48464
C 0.03769 -4.66097 2.04328
H -3.66032 -4.09191 0.30807
H 0.43642 5.00449 -2.36509
H 2.06396 5.08529 -1.82409
C -2.90840 2.14751 -2.44289
H 3.97527 -0.18856 -1.09943
N 2.53726 -2.07036 -2.37501
N -1.08962 -6.52366 -0.79078
C 5.24828 -3.34915 -0.66691
H 2.14146 0.86424 -6.32852
H 1.23921 -4.93789 -2.36251
H -2.10328 5.04956 -0.94250
C -0.87579 8.16428 -1.60944
N 3.75430 -5.42689 -1.10823
N 0.20603 8.22880 -1.21415
C -3.92960 5.65139 -0.29137
H 4.55628 -2.43915 -0.40190

The value obtained for the LUMO energy is 0.2 eV. The calculation puts the relative energy (zero: lowest compared OMol25 entry of this formula, charge and spin) at 35.0 kcal per mole. Its multiplicity is 1. The HOMO-LUMO gap is 11.4 eV.

***

Max |F| for the records above, in order: 10.3, 1.0, 1.0, 3.0 eV/A
DFT total energy for the records above, in order: -7803.40721, -2842.13859, -4785.11256, -2256.80927 Ha